1.
C4H6N2O3S | ωB97M-V/def2-TZVPD

Each line ends with the Mulliken charge.
Geometry (Å):
C (1.26, 1.03, 0.60)  0.349
C (0.63, 1.88, -0.57)  -0.386
C (-1.42, -0.74, -0.51)  0.024
C (-1.28, -1.33, 0.86)  -0.975
N (-0.70, 1.53, -0.51)  -0.534
N (-1.19, 0.44, -0.85)  0.281
O (1.16, 1.23, 1.75)  -0.391
O (1.55, -0.50, -1.60)  -0.569
O (2.51, -1.45, 0.46)  -0.591
S (1.39, -0.79, -0.18)  0.806
H (0.73, 2.94, -0.36)  0.333
H (1.16, 1.55, -1.48)  0.375
H (-1.98, -1.33, -1.23)  0.308
H (-2.29, -1.49, 1.25)  0.335
H (-0.74, -0.67, 1.54)  0.279
H (-0.79, -2.30, 0.82)  0.356

## Properties
Relative energy (zero: lowest compared OMol25 entry of this formula, charge and spin), kcal per mole: 94.03
HOMO level (spin up / spin down), Eh: -0.3242 / -0.3043
Lowest unoccupied orbital energy (spin up / spin down), eV: -0.9 / -2.2
Spin multiplicity: 1
E, Eh: -889.25642

***

2.
C12H30LiO6 | ωB97M-V/def2-TZVPD

Each line ends with the Löwdin spin population.
Geometry (Å):
Li (-18.41, -2.67, 22.57)  0.456
C (-16.69, -2.88, 20.10)  0.016
O (-17.67, -2.11, 20.76)  0.008
C (-18.25, -1.04, 19.96)  0.050
C (-19.41, -0.47, 20.73)  0.052
O (-19.90, -1.37, 21.76)  0.011
C (-21.10, -0.88, 22.33)  0.018
H (-16.35, -3.66, 20.79)  0.001
H (-15.93, -2.28, 19.61)  0.013
H (-17.17, -3.45, 19.30)  0.005
H (-18.57, -1.45, 19.00)  0.018
H (-17.50, -0.27, 19.76)  0.046
H (-20.23, -0.18, 20.07)  0.021
H (-19.21, 0.49, 21.21)  0.046
H (-21.81, -0.65, 21.53)  0.008
H (-20.84, 0.04, 22.83)  0.013
H (-21.60, -1.63, 22.95)  0.000
C (-20.02, -3.22, 25.11)  0.003
O (-19.26, -2.22, 24.40)  0.002
C (-18.53, -1.26, 25.26)  0.005
C (-17.72, -0.35, 24.30)  0.020
O (-16.87, -1.17, 23.56)  0.009
C (-15.88, -0.43, 22.86)  0.043
H (-19.47, -3.82, 25.84)  0.004
H (-20.45, -3.98, 24.47)  0.001
H (-20.88, -2.79, 25.62)  0.001
H (-17.83, -1.77, 25.91)  0.001
H (-19.22, -0.70, 25.91)  0.003
H (-17.14, 0.35, 24.91)  0.008
H (-18.34, 0.23, 23.61)  0.018
H (-15.18, -1.15, 22.43)  0.010
H (-15.22, 0.00, 23.62)  0.008
H (-16.13, 0.32, 22.11)  0.040
C (-16.14, -3.83, 24.36)  0.003
O (-17.07, -3.97, 23.28)  0.002
C (-17.76, -5.19, 23.33)  0.002
C (-18.59, -5.45, 22.07)  0.002
O (-19.53, -4.34, 21.89)  0.002
C (-20.36, -4.40, 20.77)  0.009
H (-16.74, -3.95, 25.27)  0.001
H (-15.70, -2.84, 24.36)  0.001
H (-15.36, -4.59, 24.50)  0.002
H (-18.41, -5.23, 24.20)  0.002
H (-17.12, -6.07, 23.40)  0.003
H (-19.23, -6.32, 22.21)  0.002
H (-17.96, -5.65, 21.20)  0.000
H (-19.83, -4.51, 19.83)  0.006
H (-20.88, -3.44, 20.74)  0.004
H (-21.09, -5.20, 20.86)  0.001

## Properties
Relative energy (zero: lowest compared OMol25 entry of this formula, charge and spin), kcal per mole: 0.00
HOMO level (spin up / spin down), Eh: -0.0601 / -0.3693
⟨S²⟩: 0.7503
Lowest unoccupied orbital energy (spin up / spin down), eV: -0.1 / 0.2
Spin multiplicity: 2
E, Eh: -934.00661

***

3.
C6H8CsO6 | ωB97M-V/def2-TZVPD

Each line ends with the Mulliken charge.
Geometry (Å):
H (-1.45, -0.75, 0.33)  0.160
O (-2.68, 3.25, 2.10)  -0.610
C (-2.89, 2.31, 1.36)  0.648
O (-3.80, 2.02, 0.59)  -0.649
O (-1.69, 1.36, 1.32)  -0.241
Cs (-6.89, 5.67, 2.06)  0.997
C (-1.42, 0.77, 0.21)  -0.178
C (-0.30, -0.14, 0.12)  -0.211
C (0.27, -0.43, -1.24)  -0.490
C (1.30, -1.54, -1.22)  -0.700
O (2.42, -1.05, -0.47)  -0.295
C (3.33, -1.92, -0.09)  0.663
O (3.42, -3.07, -0.47)  -0.531
O (4.16, -1.33, 0.76)  -0.424
H (-1.87, 1.19, -0.71)  0.509
H (0.42, -0.05, 0.94)  0.450
H (0.75, 0.51, -1.55)  0.304
H (-0.52, -0.65, -1.97)  0.466
H (1.61, -1.79, -2.24)  0.390
H (0.91, -2.45, -0.74)  0.373
H (4.92, -1.91, 0.92)  0.366

## Properties
HOMO level, Eh: -0.4405
Net charge: +1
Lowest unoccupied orbital energy, eV: -3.5
Spin multiplicity: 1
E, Eh: -704.76562